[1]
{"formula": "C34H53O9P3PdSSi", "method": "ωB97M-V/def2-TZVPD", "species": ["Pd", "O", "S", "O", "O", "C", "C", "C", "C", "C", "C", "P", "C", "C", "C", "C", "C", "C", "C", "C", "C", "C", "C", "C", "H", "H", "H", "H", "H", "H", "H", "H", "H", "H", "H", "H", "H", "H", "C", "C", "C", "O", "P", "O", "C", "P", "O", "O", "C", "C", "C", "O", "C", "C", "C", "O", "C", "C", "C", "H", "H", "H", "H", "H", "H", "H", "H", "H", "H", "H", "H", "H", "H", "H", "H", "H", "H", "H", "H", "H", "H", "H", "H", "H", "H", "H", "H", "H", "H", "C", "Si", "C", "C", "H", "H", "H", "H", "H", "H", "H", "H", "H"], "coordinates": [[-0.09573, 0.21504, -0.88638], [-2.37850, 0.55450, -2.23414], [-1.32897, 2.36638, -2.36193], [-1.30267, 2.33829, -0.86768], [-0.14792, 1.54525, -2.95701], [-0.17444, 3.87770, -2.43908], [-0.43233, 5.13769, -2.94165], [0.56837, 6.10457, -2.94108], [1.81958, 5.80111, -2.42770], [2.08206, 4.53083, -1.92308], [1.08665, 3.56225, -1.93700], [1.36749, 1.81160, -1.42453], [2.46979, 1.12181, -2.72802], [2.13672, -0.10423, -3.30579], [2.89636, -0.61856, -4.34363], [4.00491, 0.07423, -4.81167], [4.36145, 1.27641, -4.22096], [3.59814, 1.79319, -3.18374], [2.64500, 2.04346, -0.09979], [2.64233, 3.11550, 0.78782], [3.50773, 3.14821, 1.87118], [4.37846, 2.09264, 2.09326], [4.36582, 0.99849, 1.24003], [3.49924, 0.97044, 0.16147], [-1.41605, 5.35504, -3.34777], [0.37358, 7.09249, -3.34504], [2.60410, 6.54950, -2.42886], [3.06391, 4.30730, -1.52664], [1.26471, -0.62788, -2.93082], [2.62863, -1.56471, -4.79852], [4.58401, -0.31761, -5.64000], [5.23386, 1.81534, -4.57248], [3.88545, 2.72898, -2.72423], [1.94657, 3.92935, 0.63298], [3.48897, 3.98732, 2.55626], [5.05365, 2.11108, 2.94126], [5.00939, 0.15014, 1.44055], [3.46520, 0.10552, -0.48919], [-1.14165, -4.90911, -0.65563], [-0.34440, -4.39819, 0.54237], [1.08404, -4.04966, 0.15725], [-1.00271, -3.30545, 1.19820], [-1.46922, -1.91130, 0.52932], [-1.21019, -1.78876, -0.92750], [-1.02799, -0.57891, 1.64096], [0.85936, -0.21526, 1.55542], [1.08706, -1.01959, 0.16009], [1.38374, -1.53608, 2.45406], [1.44978, -1.58994, 3.87088], [0.99338, -2.98282, 4.30531], [2.87223, -1.29260, 4.33398], [0.12166, 0.90057, 3.60928], [-0.04435, 2.24975, 3.66808], [-1.08621, 2.63212, 4.75146], [-0.50057, 2.91151, 2.35124], [-3.09183, -2.08314, 0.61262], [-3.94470, -2.55046, 1.63942], [-3.48594, -2.21388, 3.05424], [-4.16619, -4.05674, 1.50170], [-0.66565, -5.80673, -1.05475], [-1.17825, -4.13542, -1.42117], [-2.16547, -5.14896, -0.36408], [-0.32506, -5.18438, 1.30854], [1.07670, -3.24042, -0.57060], [1.58921, -4.92936, -0.24960], [1.61674, -3.67677, 1.03134], [-1.31511, -0.74999, 2.67338], [-1.54048, 0.30983, 1.25264], [0.79201, -0.82154, 4.27925], [1.76416, -3.73116, 4.09258], [0.09869, -3.25368, 3.74266], [0.77203, -3.00169, 5.37546], [3.57098, -2.03874, 3.94308], [2.92441, -1.27922, 5.42590], [3.15393, -0.31219, 3.94714], [0.90599, 2.76887, 3.96925], [-2.02998, 2.13288, 4.51633], [-1.25597, 3.71603, 4.77414], [-0.75200, 2.30481, 5.73971], [-1.55520, 2.70102, 2.15468], [0.06466, 2.49447, 1.52283], [-0.36105, 3.99774, 2.37973], [-4.90070, -2.04770, 1.45111], [-2.52114, -2.68240, 3.25253], [-4.21891, -2.58262, 3.77450], [-3.38622, -1.13705, 3.17972], [-3.24301, -4.58710, 1.73724], [-4.46401, -4.29437, 0.47982], [-4.95461, -4.38211, 2.18391], [-2.31111, -1.82500, -3.94711], [-3.23055, -0.29661, -3.25228], [-3.76211, 0.71447, -4.79354], [-4.85294, -0.90787, -2.45266], [-2.57328, -2.07290, -4.98006], [-2.50382, -2.70018, -3.32246], [-1.23920, -1.61801, -3.89721], [-4.39751, 0.13784, -5.47230], [-2.88001, 1.04586, -5.34762], [-4.31293, 1.60984, -4.49375], [-5.45634, -1.54023, -3.11154], [-5.46905, -0.06106, -2.13945], [-4.59868, -1.47893, -1.55641]], "forces_ev_per_angstrom": [[0.406, -0.098, -1.119], [0.030, -0.032, 0.357], [-0.359, 1.731, -1.300], [0.027, -0.375, 0.305], [-0.349, -0.366, 0.399], [0.092, -0.321, 0.090], [-0.150, -0.119, 0.018], [0.027, 0.018, 0.018], [0.047, 0.116, -0.087], [-0.081, -0.136, 0.022], [-0.159, 0.196, 0.117], [1.016, -0.169, -0.117], [-0.154, -0.182, -0.128], [-0.018, 0.161, 0.089], [0.089, -0.099, -0.048], [-0.021, 0.012, -0.015], [0.039, 0.017, -0.025], [-0.032, 0.016, 0.107], [-0.223, -0.217, 0.173], [-0.090, 0.045, -0.118], [0.050, -0.022, 0.025], [0.005, 0.008, 0.027], [0.054, -0.025, 0.020], [0.100, 0.090, -0.249], [0.008, 0.043, 0.013], [0.003, 0.005, 0.013], [-0.006, -0.003, 0.012], [0.003, 0.047, 0.041], [0.037, -0.050, -0.117], [-0.066, -0.001, 0.041], [0.022, -0.029, 0.029], [-0.012, 0.023, 0.015], [0.027, 0.020, -0.029], [-0.034, 0.018, 0.083], [-0.041, 0.004, -0.019], [-0.037, -0.006, 0.022], [-0.005, -0.008, -0.038], [0.009, -0.063, 0.085], [-0.093, 0.207, 0.211], [0.216, -0.404, -0.297], [-0.168, 0.172, 0.196], [0.089, 0.550, -0.036], [-1.341, -0.918, 0.920], [0.250, 0.528, 0.107], [0.511, -0.311, -0.413], [-0.064, -0.161, 0.574], [0.471, 0.298, -0.301], [0.144, -0.218, 0.241], [-0.006, -0.050, 0.096], [0.042, 0.147, -0.162], [-0.194, 0.110, -0.193], [-0.361, 0.055, 0.261], [-0.066, 0.079, 0.340], [0.261, 0.073, -0.048], [0.087, -0.280, 0.111], [0.367, 0.251, -0.217], [-0.159, -0.301, 0.391], [-0.003, 0.150, -0.230], [0.050, 0.202, -0.140], [0.010, 0.003, -0.020], [0.024, -0.047, -0.095], [-0.001, -0.044, -0.020], [-0.037, 0.121, 0.000], [0.076, -0.022, -0.062], [-0.039, -0.038, 0.001], [0.066, 0.011, -0.028], [-0.037, -0.008, -0.004], [-0.131, -0.006, 0.192], [-0.041, 0.001, 0.064], [-0.003, -0.018, -0.023], [-0.060, -0.013, 0.072], [0.015, -0.028, 0.022], [-0.002, -0.027, 0.010], [0.054, -0.001, 0.017], [0.057, 0.039, 0.086], [-0.055, 0.017, -0.070], [-0.017, -0.030, 0.002], [-0.035, 0.043, 0.052], [-0.007, -0.050, -0.012], [-0.057, -0.013, -0.019], [0.077, 0.075, -0.138], [-0.026, 0.028, -0.035], [0.070, 0.009, 0.008], [-0.006, 0.000, 0.101], [-0.005, -0.036, -0.010], [0.020, -0.003, 0.069], [-0.014, -0.045, 0.007], [0.011, -0.038, -0.009], [0.008, -0.019, 0.021], [-0.138, 0.176, 0.178], [-0.460, -0.388, -0.591], [0.085, -0.054, 0.225], [0.212, 0.002, -0.078], [-0.058, 0.054, -0.013], [0.046, -0.016, 0.036], [0.017, -0.012, -0.024], [-0.001, -0.062, -0.007], [0.035, -0.006, -0.023], [-0.012, 0.022, 0.032], [0.027, -0.030, -0.055], [0.023, 0.059, -0.012], [0.016, -0.033, 0.028]], "mulliken_charge": [0.545, -0.359, -0.183, -0.452, -0.557, 0.447, -0.635, -0.559, -1.077, -0.122, 0.397, 1.262, 0.163, -0.241, -0.854, -0.564, -0.758, -0.164, 0.717, -0.217, -0.887, -0.642, -0.410, -0.553, 0.445, 0.356, 0.373, 0.400, 0.401, 0.425, 0.360, 0.404, 0.201, 0.465, 0.376, 0.354, 0.370, 0.182, -1.197, 0.359, -0.807, 0.242, 0.668, 0.034, -1.908, 0.786, -1.083, 0.006, 1.226, -1.290, -1.496, -0.596, 0.433, -1.686, -1.042, 0.132, 0.624, -1.258, -1.313, 0.494, 0.073, 0.234, 0.263, -0.090, 0.605, -0.039, 0.708, 0.255, 0.061, 0.329, 0.118, 0.355, 0.318, 0.355, 0.235, -0.100, 0.262, 0.429, 0.337, 0.296, -0.244, 0.536, 0.459, 0.093, 0.561, 0.260, 0.101, 0.306, 0.486, -0.853, 0.617, -1.253, -0.821, 0.483, 0.176, -0.001, 0.374, 0.252, 0.274, 0.329, 0.246, -0.123], "orbital_gap_ha": 0.201, "charge": -2, "e_above_lowest_kj_mol": 175.01}

[2]
{"formula": "C34H54BClN3", "method": "ωB97M-V/def2-TZVPD", "species": ["C", "N", "C", "C", "Cl", "H", "H", "H", "H", "H", "H", "H", "C", "C", "C", "C", "C", "C", "C", "C", "C", "C", "C", "C", "C", "C", "N", "C", "B", "H", "N", "C", "C", "C", "C", "C", "C", "C", "C", "C", "C", "C", "C", "C", "C", "C", "C", "H", "H", "H", "H", "H", "H", "H", "H", "H", "H", "H", "H", "H", "H", "H", "H", "H", "H", "H", "H", "H", "H", "H", "H", "H", "H", "H", "H", "H", "H", "H", "H", "H", "H", "H", "H", "H", "H", "H", "H", "H", "H", "H", "H", "H", "H"], "coordinates": [[-2.27281, -2.32269, 9.08109], [-0.84146, -2.11825, 8.93663], [-0.08568, -3.20734, 9.56187], [-0.30809, -0.75069, 8.89523], [1.01146, -0.52367, 10.04038], [-2.45209, -3.38577, 9.26026], [-2.78588, -1.81459, 9.91647], [-2.76753, -1.95534, 8.17109], [-0.77228, -4.04927, 9.61909], [0.74927, -3.51105, 8.91773], [0.27394, -3.11596, 10.60331], [-1.26454, -0.25701, 9.13947], [2.97034, 3.34713, 3.89960], [2.51802, 4.78585, 3.82603], [3.80602, 5.62944, 3.82277], [1.80330, 5.07586, 2.52234], [1.58436, 5.14780, 5.03605], [1.89537, 6.38627, 5.65643], [1.39030, 6.77440, 6.89909], [0.35189, 6.04791, 7.38459], [-0.26991, 5.01140, 6.59882], [-1.80826, 4.88674, 6.88877], [-2.49916, 3.86581, 6.04346], [-2.47158, 6.24274, 6.60355], [-2.00743, 4.57912, 8.36885], [0.49816, 4.30752, 5.64611], [0.22322, 2.96738, 5.22695], [0.23102, 1.78385, 5.92912], [0.21059, 1.54887, 7.38552], [-0.01530, -0.35272, 7.97023], [0.05936, 0.80591, 4.99083], [-0.00218, -0.60228, 5.27804], [-1.20972, -1.31192, 5.04207], [-2.59246, -0.69569, 4.78232], [-3.68119, -1.59349, 5.38501], [-2.86206, -0.63224, 3.26847], [-2.80652, 0.66689, 5.40858], [-1.11966, -2.71005, 5.04802], [-0.13175, -3.35153, 5.80043], [0.96180, -2.60880, 6.20092], [1.12442, -1.28171, 5.74032], [2.61619, -0.83925, 5.70191], [3.04211, -0.57156, 7.14898], [2.92779, 0.38128, 4.87816], [3.52395, -1.95796, 5.10867], [-0.14399, 1.38450, 3.73514], [-0.20733, 2.71314, 3.91901], [2.13130, 2.68665, 3.72052], [3.74171, 3.15618, 3.14364], [3.37569, 3.13705, 4.89103], [3.61841, 6.68136, 3.56737], [4.30953, 5.60196, 4.79826], [4.49876, 5.24011, 3.06718], [1.34751, 6.07271, 2.51572], [2.50848, 4.98167, 1.68844], [0.99813, 4.37127, 2.33860], [2.63602, 7.04441, 5.21402], [1.79516, 7.66148, 7.43848], [-0.15167, 6.35363, 8.31667], [-3.57351, 3.86045, 6.27557], [-2.07746, 2.88073, 6.22844], [-2.39007, 4.07492, 4.97992], [-2.07417, 7.05030, 7.23494], [-2.30947, 6.54504, 5.56475], [-3.55494, 6.18103, 6.75065], [-1.69971, 5.42044, 8.99417], [-3.07295, 4.39718, 8.57010], [-1.41381, 3.71394, 8.67942], [1.27113, 1.75572, 7.86052], [-0.76040, 1.97602, 7.84011], [-3.49241, -1.76938, 6.45570], [-4.67883, -1.12818, 5.28171], [-3.72948, -2.58023, 4.89549], [-2.17005, 0.05166, 2.76876], [-2.72727, -1.62118, 2.80862], [-3.88908, -0.27566, 3.06896], [-2.26693, 1.43055, 4.85242], [-3.87723, 0.94746, 5.38102], [-2.47863, 0.67796, 6.45609], [-1.92578, -3.30524, 4.60420], [-0.21177, -4.42161, 6.02998], [1.74303, -3.05636, 6.79762], [2.89830, -1.46550, 7.78341], [4.11798, -0.29828, 7.19940], [2.43418, 0.23282, 7.58206], [2.66760, 0.24930, 3.82602], [2.40180, 1.23653, 5.28941], [4.00118, 0.62279, 4.91651], [3.17632, -2.20516, 4.09029], [4.57849, -1.61957, 5.04017], [3.49466, -2.87479, 5.71849], [-0.35273, 0.76859, 2.86419], [-0.43521, 3.47748, 3.17706]], "forces_ev_per_angstrom": [[-0.497, 0.867, -0.242], [1.284, -0.439, 0.296], [0.349, -0.469, -0.372], [-3.416, -2.293, 2.913], [-0.092, 0.520, 0.101], [-0.168, 0.302, -0.533], [0.503, 0.201, 0.118], [-0.087, -0.468, 0.279], [0.230, -0.146, -0.248], [0.010, 0.063, 0.302], [-0.104, 0.674, -0.429], [0.914, 1.086, 0.384], [-0.053, -0.223, -0.015], [-0.089, 0.504, 0.636], [0.149, 0.396, 0.173], [-0.321, 0.047, -0.529], [0.120, -0.332, 1.079], [-0.050, -0.816, -0.345], [0.577, 0.343, -0.091], [-1.546, -0.408, -0.286], [-0.287, -0.109, 1.226], [0.928, 0.292, 0.587], [-0.218, -0.624, -0.170], [0.300, 0.521, -0.256], [-0.249, -0.168, 0.392], [1.519, 3.420, 0.152], [-1.468, -0.359, -0.378], [-0.217, -0.291, -5.252], [1.361, 1.909, 1.883], [1.058, 0.219, -2.255], [0.013, 1.151, 0.181], [-0.370, -0.733, 0.074], [0.219, -0.153, -0.296], [-0.565, -0.432, -0.656], [-0.360, -0.648, 0.240], [-0.077, 0.107, -0.262], [-0.017, 0.488, -0.029], [-0.546, -0.126, 0.700], [0.076, 0.109, -0.443], [-0.431, 0.402, -0.376], [1.178, -0.670, -0.054], [0.560, -0.393, 0.539], [0.425, -0.219, 0.405], [-0.060, 0.602, -0.010], [-0.328, -0.296, -0.021], [-0.733, -0.672, 0.320], [0.964, -0.324, -0.401], [0.237, -0.221, -0.110], [-0.168, -0.055, 0.163], [0.122, -0.032, -0.099], [0.068, -0.273, 0.025], [-0.056, -0.045, -0.252], [-0.207, 0.013, 0.122], [0.279, -0.070, -0.033], [-0.155, 0.124, 0.063], [0.012, -0.075, -0.134], [-0.159, -0.357, 0.006], [-0.351, -0.880, -0.523], [0.287, -0.114, -0.735], [0.284, -0.127, -0.064], [-0.357, 0.047, 0.074], [-0.022, 0.077, -0.125], [-0.163, -0.294, -0.124], [0.013, -0.027, 0.009], [0.157, -0.091, 0.113], [-0.128, -0.143, -0.030], [0.280, -0.042, 0.019], [-0.247, 0.048, 0.041], [-0.086, -0.542, 0.719], [-0.859, -0.636, 0.885], [-0.162, 0.076, -0.422], [0.511, -0.134, -0.009], [-0.081, 0.433, 0.211], [-0.238, -0.084, 0.019], [-0.146, 0.226, 0.115], [0.412, -0.206, 0.089], [-0.192, 0.048, 0.156], [0.529, -0.215, 0.022], [-0.099, 0.032, -0.082], [0.282, 0.302, 0.472], [0.084, 0.503, -0.172], [0.070, -0.087, -0.202], [0.088, 0.391, -0.247], [-0.629, -0.066, -0.016], [0.419, -0.218, -0.035], [-0.120, 0.074, -0.006], [0.233, 0.095, -0.213], [-0.311, -0.225, 0.069], [0.197, -0.005, 0.355], [-0.657, -0.073, 0.134], [0.123, 0.320, -0.319], [0.228, 0.275, 0.373], [0.288, -0.163, 0.665]], "mulliken_charge": [-0.634, 0.390, -1.016, 0.933, -0.152, 0.322, 0.354, 0.002, 0.377, 0.227, 0.341, 0.490, -1.690, 2.613, -2.216, -1.586, -0.375, -0.714, -1.224, -1.224, 0.557, 2.331, -1.294, -1.859, -1.725, 0.263, 1.582, -0.932, 0.121, -1.553, 1.555, -1.284, 0.201, 1.951, -1.287, -1.621, -1.384, -0.672, -1.271, -0.194, 0.748, 1.703, -1.054, -1.421, -1.751, -1.084, -0.879, 0.082, 0.513, 0.433, 0.486, 0.474, 0.450, 0.361, 0.428, 0.302, 0.346, 0.397, 0.313, 0.697, -0.182, 0.309, 0.366, 0.411, 0.463, 0.456, 0.442, 0.155, 0.201, -0.109, -0.197, 0.431, 0.426, 0.190, 0.364, 0.437, 0.222, 0.633, 0.188, 0.422, 0.451, 0.825, 0.289, 0.532, -0.216, 0.382, -0.354, 0.699, 0.425, 0.428, 0.370, 0.778, 0.521], "orbital_gap_ha": 0.261, "charge": 1, "e_above_lowest_kj_mol": 101.32}

Lowest unoccupied orbital energy values (in eV) by entry order: 4.5 -3.9.
Highest occupied orbital energy values (in eV) by entry order: -1.0 -11.0.
Max |F| values (in hartree/bohr) by entry order: 0.04267 0.10237.